{
  "formula": "C16H13BrIrNS3Sb",
  "method": "ωB97M-V with the def2-TZVPD basis set",
  "species": ["Ir", "C", "C", "C", "C", "C", "Br", "N", "C", "H", "H", "H", "H", "H", "H", "S", "Sb", "S", "S", "C", "C", "C", "C", "C", "C", "C", "C", "C", "C", "H", "H", "H", "H", "H", "H", "H"],
  "xyz": [[0.0910, -2.0922, 0.9846], [-2.7851, 2.0581, -1.3342], [-2.8701, 0.8596, -0.4350], [-4.0669, 0.4273, 0.1255], [-4.0846, -0.6883, 0.9422], [-2.8957, -1.3547, 1.1714], [-2.8593, -2.8021, 2.3733], [-1.7400, -0.9786, 0.6280], [-1.7386, 0.1156, -0.1506], [-3.5495, 2.7919, -1.0820], [-2.9310, 1.7683, -2.3763], [-1.8097, 2.5365, -1.2564], [-4.9852, 0.9690, -0.0656], [-4.9929, -1.0378, 1.4093], [-0.7779, 0.3881, -0.5675], [3.1370, -4.6437, -0.8386], [1.4981, -5.1813, 0.6046], [-0.4592, -3.9107, -0.1794], [1.7566, -3.0947, 2.0209], [2.5385, 2.6755, 1.3644], [1.7685, 1.7948, 2.1533], [1.3508, 0.6038, 1.6302], [1.6670, 0.2326, 0.2994], [1.1978, -0.9932, -0.2551], [1.5157, -1.3139, -1.5473], [2.2933, -0.4306, -2.3304], [2.7398, 0.7569, -1.8269], [2.4334, 1.1210, -0.4918], [2.8634, 2.3438, 0.0790], [2.8758, 3.6130, 1.7869], [1.5227, 2.0603, 3.1731], [0.7788, -0.0744, 2.2684], [1.1857, -2.2519, -1.9718], [2.5369, -0.7135, -3.3467], [3.3342, 1.4295, -2.4330], [3.4605, 3.0160, -0.5260]],
  "atomic_forces_ev_per_a": [[-0.182, 0.816, 0.314], [-0.001, 0.016, -0.009], [-0.031, -0.034, 0.034], [0.039, -0.013, -0.004], [-0.043, 0.009, 0.004], [0.077, 0.094, 0.097], [0.004, -0.013, -0.001], [0.016, 0.004, -0.363], [-0.028, -0.036, -0.090], [0.002, 0.001, 0.004], [-0.002, 0.000, 0.000], [0.002, -0.004, -0.006], [-0.002, 0.001, 0.001], [-0.002, 0.003, -0.002], [-0.015, -0.004, -0.006], [0.398, 0.119, -0.333], [-0.385, 0.303, 0.414], [0.060, -0.256, -0.070], [0.369, -0.794, -0.132], [0.029, 0.007, -0.062], [-0.032, -0.051, 0.030], [0.009, 0.036, 0.037], [-0.048, 0.046, -0.037], [-0.271, -0.183, 0.171], [0.029, -0.134, 0.007], [0.059, 0.068, -0.023], [-0.020, -0.040, 0.009], [0.000, -0.013, -0.018], [-0.001, 0.031, 0.051], [0.002, 0.003, -0.007], [-0.002, -0.007, 0.000], [-0.017, -0.009, 0.002], [-0.014, 0.018, -0.005], [0.001, 0.003, -0.006], [0.000, 0.005, -0.002], [-0.001, 0.005, 0.000]],
  "de_lowest_kj_mol": 82.0,
  "multiplicity": 2,
  "total_energy_ha": -4785.446064,
  "orbital_gap_ev": [6.89, 5.11]
}

=====

{
  "formula": "C6H9NO2S2",
  "method": "ωB97M-V with the def2-TZVPD basis set",
  "species": ["C", "C", "O", "C", "O", "S", "C", "C", "S", "C", "N", "H", "H", "H", "H", "H", "H", "H", "H", "H"],
  "xyz": [[1.3338, 1.8719, 0.4650], [0.4836, 1.6082, -0.7696], [0.6942, 0.3865, -1.4570], [0.6795, -0.7338, -0.6914], [-0.4321, -1.0374, -0.0163], [-2.0239, -0.3245, -0.1585], [-2.8880, -1.6982, -0.8568], [1.8637, -1.4461, -0.5561], [1.9503, -3.0509, 0.2385], [3.0492, -0.7825, -0.9307], [3.9875, -0.2910, -1.4072], [2.4186, 2.0347, 0.2308], [0.9765, 2.7843, 0.9450], [1.1010, 0.9665, 1.2355], [0.6844, 2.3559, -1.5054], [-0.5902, 1.5956, -0.4297], [-3.8261, -1.2552, -1.3746], [-3.3055, -2.3772, -0.0459], [-2.2476, -1.9292, -1.7215], [1.1700, -2.6772, 1.2407]],
  "atomic_forces_ev_per_a": [[0.078, -2.032, 1.192], [-1.296, 0.473, 1.357], [0.420, -1.247, 0.423], [1.438, 0.537, -0.620], [-0.798, -0.514, 0.441], [1.255, 0.272, 0.075], [-2.084, 0.767, -0.411], [-2.212, 0.210, 0.625], [0.108, 0.551, -0.475], [1.138, 0.261, -1.531], [-0.755, -0.329, 0.846], [-0.930, -0.638, 0.354], [-0.120, -0.069, -0.047], [1.081, 2.161, -1.592], [-0.268, 0.525, -0.526], [0.971, 0.609, -0.586], [1.398, -0.375, 0.909], [1.202, 0.155, -1.530], [-0.395, -1.244, 0.617], [-0.229, -0.072, 0.478]],
  "de_lowest_kj_mol": 219.7,
  "total_energy_ha": -1235.524991,
  "orbital_gap_ev": 8.50,
  "smiles": "CCO/C(OSC)=C(/S)C#N"
}